1.
Density functional theory data (ωB97M-V/def2-TZVPD) for 2 unconnected molecules or ions with the total composition C5H14O.

CARTESIAN COORDINATES (ANGSTROEM)
C 1.058 -1.000 2.521
C 0.824 0.010 1.401
C 2.099 0.556 0.752
H 0.642 -1.978 2.290
H 2.117 -1.161 2.711
H 0.610 -0.681 3.456
H 0.240 0.855 1.756
H 0.194 -0.418 0.628
H 1.856 1.370 0.070
H 2.655 -0.227 0.249
H 2.701 1.049 1.507
C -2.465 -0.215 -1.468
C -1.111 0.306 -1.896
O -1.111 0.453 -3.307
H -2.721 -1.071 -2.092
H -3.225 0.559 -1.587
H -2.487 -0.560 -0.431
H -0.879 1.246 -1.393
H -0.305 -0.365 -1.597
H -0.693 1.273 -3.570

Force components x, y, z for each atom (eV/Å):
0.1 -0.2 0.1
0.0 0.3 -0.4
-0.6 0.4 0.4
-0.1 -0.1 -0.1
0.1 0.1 0.0
-0.1 0.1 0.2
0.0 0.1 0.3
0.0 -0.2 -0.1
-0.1 -0.2 -0.4
0.2 0.0 -0.1
0.4 -0.2 0.2
-0.1 -0.2 0.1
0.2 0.2 0.3
-0.1 0.0 -0.3
-0.1 0.0 -0.1
0.0 -0.1 -0.1
0.2 0.1 0.0
-0.1 0.2 0.0
0.0 -0.3 -0.1
0.1 0.1 0.1

Summary:
F_max   0.79 eV Å⁻¹
SMILES string   CCC.CCO
LUMO level   0.0318 Ha
Relative energy (zero: lowest compared OMol25 entry of this formula, charge and spin)   0.721 eV
Electronic energy   -274.1155 Ha


2.
Density functional theory data (ωB97M-V/def2-TZVPD) for a single C9H9P molecule in a non-equilibrium geometry.

CARTESIAN COORDINATES (ANGSTROEM)
C -0.319 -1.731 2.448
C 0.092 -0.402 2.331
C -0.164 -2.575 1.403
C 0.599 0.088 1.130
C 0.587 -2.160 0.294
C 0.930 -0.841 0.169
C 1.701 1.411 -1.365
C 0.481 1.115 -1.809
C -0.655 1.700 -2.434
P 1.558 -0.363 -1.492
H -0.756 -2.138 3.251
H -0.155 0.158 3.245
H -0.500 -3.629 1.495
H 0.871 1.045 0.782
H 0.809 -2.818 -0.410
H 2.360 2.207 -1.343
H -0.864 1.253 -3.291
H -0.574 2.760 -2.571
H -1.458 1.654 -1.855

Force components x, y, z for each atom (eV/Å):
1.3 1.7 -2.6
-0.9 0.5 1.0
1.0 -1.8 -1.1
0.2 -1.1 0.7
-1.7 1.6 3.2
-0.3 -0.7 -1.0
4.7 -0.1 2.4
-3.6 -3.0 -0.8
2.7 2.2 0.7
-0.5 2.0 -0.4
-1.6 -0.8 3.3
0.5 0.5 -0.8
0.3 0.8 -0.2
0.0 1.6 0.8
0.9 -2.8 -3.2
1.4 1.2 -0.3
-1.1 -1.9 -4.1
0.6 0.8 -0.5
-3.9 -0.7 2.7

Summary:
F_max   5.30 eV Å⁻¹
LUMO level (spin up / spin down)   0.0338 / -0.0856 Ha
Relative energy (zero: lowest compared OMol25 entry of this formula, charge and spin)   1.786 eV
Spin multiplicity   3
Electronic energy   -689.4290 Ha


3.
Density functional theory data (ωB97M-V/def2-TZVPD) for a molecular structure, C27H44O25Rb3 in a non-equilibrium geometry.

CARTESIAN COORDINATES (ANGSTROEM)
Rb 9.599 -27.771 20.219
Rb 6.323 -27.663 17.831
Rb 8.809 -26.132 14.790
C 7.990 -23.288 19.820
C 7.781 -24.438 18.989
C 7.062 -24.193 17.544
O 6.939 -25.190 16.766
C 6.655 -22.854 17.280
C 6.904 -21.810 18.113
C 7.584 -22.067 19.430
O 7.837 -21.156 20.353
O 6.394 -20.675 17.727
O 8.176 -25.590 19.350
H 8.606 -23.448 20.692
H 6.265 -22.597 16.306
C 11.498 -24.807 21.048
O 12.209 -26.032 20.839
C 13.261 -26.338 21.651
O 13.669 -25.659 22.593
O 14.038 -27.308 21.069
C 15.301 -27.582 21.678
H 11.515 -24.333 22.029
H 10.460 -24.976 20.762
H 11.907 -24.008 20.430
H 15.851 -26.702 21.346
H 15.699 -28.389 21.063
H 15.447 -27.721 22.749
C 0.621 -22.728 16.093
O 1.932 -22.235 16.077
C 2.191 -21.094 15.406
O 1.327 -20.340 14.887
O 3.516 -20.914 15.464
C 4.075 -19.730 15.139
H 0.472 -23.534 15.374
H -0.057 -21.913 15.841
H 0.558 -23.107 17.113
H 3.408 -18.917 14.852
H 4.737 -19.958 14.303
H 4.642 -19.320 15.975
C 10.085 -23.007 28.066
O 10.305 -22.327 26.841
C 9.327 -22.108 25.979
O 8.144 -22.394 26.128
O 9.830 -21.434 25.032
C 9.104 -21.171 23.767
H 10.462 -24.030 28.072
H 9.030 -23.168 28.290
H 10.427 -22.485 28.960
H 8.042 -21.096 24.003
H 9.162 -21.966 23.024
H 9.483 -20.237 23.352
C 11.214 -23.369 11.212
O 10.423 -22.421 11.975
C 10.020 -22.737 13.176
O 10.209 -23.785 13.731
O 9.173 -21.715 13.566
C 8.413 -21.718 14.808
H 11.845 -22.815 10.517
H 10.565 -24.135 10.786
H 11.816 -23.957 11.905
H 7.702 -20.894 14.748
H 9.057 -21.639 15.684
H 7.953 -22.694 14.957
C 7.877 -23.945 8.760
O 6.972 -23.610 9.795
C 7.031 -24.176 11.008
O 7.741 -25.160 11.341
O 6.026 -23.614 11.743
C 5.683 -24.079 13.025
H 8.885 -23.620 9.015
H 7.611 -23.364 7.876
H 7.910 -25.009 8.524
H 4.601 -24.149 13.130
H 6.079 -23.450 13.823
H 6.001 -25.098 13.251
C 4.764 -22.350 23.376
O 4.482 -22.987 22.063
C 3.928 -22.274 20.968
O 3.609 -21.053 20.865
O 3.801 -23.194 19.952
C 3.421 -22.737 18.678
H 4.957 -21.296 23.177
H 5.645 -22.672 23.932
H 3.912 -22.398 24.054
H 2.362 -22.574 18.875
H 3.528 -23.441 17.852
H 3.874 -21.796 18.369
C 14.038 -20.021 15.258
O 12.963 -20.892 15.441
C 12.221 -20.802 16.528
O 12.202 -19.828 17.288
O 11.526 -21.943 16.629
C 10.723 -22.027 17.856
H 13.781 -18.986 15.485
H 14.488 -20.060 14.266
H 14.915 -20.164 15.889
H 9.969 -21.251 17.990
H 11.327 -22.207 18.746
H 10.126 -22.929 17.721

Force components x, y, z for each atom (eV/Å):
0.5 0.2 0.4
-0.5 0.3 0.1
0.2 0.7 -0.6
0.8 -3.6 -0.8
-0.6 -0.7 -1.3
0.7 0.2 1.6
0.2 0.2 0.4
0.8 -3.9 -1.4
-2.5 5.5 -0.3
0.5 5.4 3.4
-1.1 -1.7 -3.2
2.4 -3.1 2.1
-0.7 0.9 -1.0
-0.3 0.3 0.3
-0.4 -0.2 0.1
0.0 1.1 0.1
-0.1 -0.9 0.6
3.8 2.0 0.8
-1.9 -1.7 -1.8
-3.4 0.2 1.0
1.5 1.0 -1.5
0.3 -0.9 0.4
0.0 -0.1 -0.1
0.1 -0.3 -0.5
0.7 0.0 0.6
-0.1 -0.2 0.5
-0.9 -0.1 -0.1
-0.7 0.1 0.2
1.7 0.7 -1.0
-2.8 2.0 -0.9
3.3 -2.6 1.7
-2.2 -2.6 1.1
1.6 2.8 -1.1
0.2 0.0 0.0
-0.2 -0.2 0.4
-0.8 0.0 -0.1
-0.5 -0.5 -0.2
0.3 0.5 -0.1
0.2 -0.4 0.1
-1.5 -0.9 0.9
1.0 -0.4 0.8
-3.0 -1.0 2.4
1.1 -0.2 -0.4
1.4 1.7 -4.5
-0.7 0.0 1.4
0.6 0.2 -0.4
-0.3 0.3 -0.5
0.6 0.4 -0.6
0.1 0.3 0.1
0.6 -0.3 0.3
0.1 -0.2 0.3
0.0 -0.7 1.2
0.6 0.4 -0.8
-2.3 1.5 -0.3
0.0 -0.8 1.2
0.8 -0.7 0.2
1.1 -1.0 -0.4
-0.4 -0.1 0.1
-0.2 0.5 -0.5
0.4 0.3 0.0
0.1 -0.2 -0.1
0.2 0.5 -0.2
-0.4 0.0 -0.4
1.1 -0.1 -0.4
-0.4 0.0 1.6
0.1 -2.4 -0.1
-1.6 3.0 -0.4
1.1 -0.2 -0.9
-0.1 -0.8 0.8
0.0 -0.1 0.2
-0.4 -0.2 0.2
-0.3 0.0 0.2
0.0 0.5 -0.3
0.0 0.3 -0.2
0.5 -0.2 -0.5
-0.7 1.8 -1.0
-0.4 0.9 -1.0
-0.3 2.7 0.4
1.5 -5.2 0.8
2.1 -0.2 2.1
-1.9 1.4 0.0
-0.2 0.1 0.0
0.1 -1.0 -0.8
-0.2 -0.3 -0.4
-0.3 0.4 -1.1
0.3 -0.5 0.7
0.1 0.0 0.3
1.6 2.1 0.2
-0.1 -1.3 -0.6
0.7 2.7 1.4
-0.3 -2.6 -1.3
-1.0 0.3 1.6
-0.2 -0.9 -0.8
-0.4 0.0 -0.3
-0.9 -0.4 -0.3
-0.3 -0.8 0.6
0.6 0.6 -0.1
0.2 0.6 -0.2
0.1 -0.3 -0.2

Summary:
F_max   6.39 eV Å⁻¹
LUMO level (spin up / spin down)   -0.2537 / -0.2903 Ha
Net charge   +2
Spin multiplicity   2
Electronic energy   -3007.8602 Ha


4.
Density functional theory data (ωB97M-V/def2-TZVPD) for 2 unconnected molecules or ions with the total composition CH5NOS in a non-equilibrium geometry.

CARTESIAN COORDINATES (ANGSTROEM)
C -0.328 -1.175 -0.580
N 0.928 1.500 0.447
O -1.727 -2.125 1.303
S -1.797 -1.592 -0.054
H -0.103 -0.850 -1.595
H 0.545 -1.094 0.138
H 1.463 2.354 0.584
H 1.026 1.081 -0.490
H -0.008 1.901 0.247

Force components x, y, z for each atom (eV/Å):
1.0 0.4 0.8
-1.9 0.3 -0.9
-0.4 0.1 0.5
1.3 -0.1 -0.6
-0.6 -0.1 0.1
-1.3 -0.5 -0.7
0.5 -0.4 -0.5
1.1 0.5 0.6
0.3 -0.3 0.9

Summary:
F_max   2.12 eV Å⁻¹
LUMO level   -0.0054 Ha
Relative energy (zero: lowest compared OMol25 entry of this formula, charge and spin)   1.992 eV
Electronic energy   -569.2150 Ha


5.
Density functional theory data (ωB97M-V/def2-TZVPD) for a single C20H24O10 molecule in a non-equilibrium geometry.

CARTESIAN COORDINATES (ANGSTROEM)
C 2.753 1.586 -1.407
C 1.268 1.615 -1.763
C 1.000 2.768 -2.737
O 0.403 1.850 -0.626
C 0.846 1.646 0.669
O 1.149 0.294 0.884
C 1.628 0.043 2.193
C 2.039 -1.431 2.228
O 2.983 -1.715 1.234
C 0.548 0.374 3.227
O 1.068 0.164 4.509
C 0.099 1.831 3.047
O -0.967 2.067 3.931
C -0.306 2.082 1.592
O -0.596 3.448 1.448
C 0.880 0.271 -2.441
O 1.354 -0.840 -1.671
C 0.311 -1.612 -1.306
C 0.405 -2.766 -0.531
C -0.761 -3.434 -0.235
C -2.005 -2.992 -0.702
C -3.236 -3.660 -0.414
C -4.395 -3.193 -0.917
C -4.440 -2.010 -1.762
O -5.436 -1.541 -2.249
O -3.242 -1.389 -2.017
C -2.077 -1.842 -1.516
C -0.903 -1.167 -1.812
C -0.660 0.055 -2.664
O -1.483 1.143 -2.389
H 2.969 0.799 -0.691
H 3.062 2.546 -1.000
H 3.326 1.393 -2.309
H 1.624 2.663 -3.619
H 1.235 3.712 -2.251
H -0.043 2.777 -3.038
H 1.734 2.268 0.901
H 2.510 0.672 2.389
H 1.137 -2.046 2.101
H 2.499 -1.654 3.191
H 2.630 -1.377 0.398
H -0.326 -0.275 3.052
H 0.435 0.537 5.137
H 0.942 2.500 3.289
H -1.345 2.927 3.708
H -1.189 1.467 1.351
H -0.720 3.634 0.509
H 1.410 0.233 -3.399
H 1.361 -3.123 -0.186
H -0.728 -4.328 0.369
H -3.211 -4.542 0.210
H -5.345 -3.665 -0.725
H -0.855 -0.177 -3.719
H -1.339 1.410 -1.471

Force components x, y, z for each atom (eV/Å):
-0.3 0.0 0.2
0.2 -0.1 -0.6
-0.1 -0.3 0.2
0.0 -0.2 0.0
0.0 0.4 0.6
-0.3 -0.1 -0.1
0.2 -0.3 0.6
-0.3 0.5 0.2
0.3 0.0 -0.4
-0.3 0.4 -0.6
0.1 0.0 0.4
0.3 -0.2 -0.6
-0.3 0.1 0.2
0.4 -0.6 0.0
0.0 0.3 0.0
-0.1 0.7 -0.1
0.3 -0.3 0.1
-0.9 -0.3 -0.1
0.3 0.2 -0.1
-0.2 0.2 -0.2
0.1 0.4 -0.2
-0.5 0.2 -0.2
0.3 -0.3 0.3
-0.7 0.0 -0.1
0.4 -0.1 0.1
0.1 0.3 -0.2
0.8 -0.5 0.5
0.2 0.2 -0.1
0.1 -0.5 -0.2
-0.4 0.4 0.2
0.1 0.0 0.0
0.1 0.1 0.0
0.0 0.0 -0.1
0.1 0.0 -0.1
0.1 0.1 0.1
0.0 0.0 0.0
-0.1 -0.2 -0.1
0.0 -0.1 0.0
0.0 0.0 0.1
-0.1 0.0 0.0
0.1 0.0 0.0
0.1 0.1 -0.1
0.1 -0.1 0.0
0.0 -0.1 -0.1
0.0 0.0 0.1
0.1 0.0 0.0
0.0 0.0 0.1
0.0 0.0 0.1
0.1 0.0 0.1
0.0 -0.1 0.1
-0.1 -0.1 0.1
-0.1 0.0 0.0
0.1 0.0 0.2
0.1 -0.1 -0.1

Summary:
F_max   1.07 eV Å⁻¹
SMILES string   CC(C)(O[C@@H]1O[C@H](CO)[C@@H](O)[C@H](O)[C@H]1O)[C@H]1Oc2ccc3ccc(=O)oc3c2[C@H]1O
LUMO level   0.0047 Ha
Relative energy (zero: lowest compared OMol25 entry of this formula, charge and spin)   0.000 eV
Electronic energy   -1528.9289 Ha


6.
Density functional theory data (ωB97M-V/def2-TZVPD) for 5 unconnected molecules or ions with the total composition C14H13Cl16N2O in a non-equilibrium geometry.

CARTESIAN COORDINATES (ANGSTROEM)
N -0.226 3.027 3.563
C -1.380 2.173 3.744
C -1.349 0.907 2.836
N -0.039 0.336 2.970
C 0.105 -0.875 2.202
C 0.851 -0.465 0.945
O 2.031 -0.714 0.721
C 0.030 0.359 -0.043
C 0.136 1.725 -0.089
C -0.652 2.431 -0.973
C -1.521 1.736 -1.773
C -1.624 0.369 -1.750
C -0.831 -0.333 -0.857
H 0.623 2.558 3.840
H -0.174 3.401 2.627
H -1.424 1.792 4.771
H -2.282 2.760 3.520
H -1.628 1.228 1.803
H -2.139 0.180 3.155
H -0.896 -1.249 1.872
H 0.651 -1.665 2.740
H 0.827 2.211 0.592
H -0.556 3.510 -1.008
H -2.161 2.294 -2.455
H -2.305 -0.190 -2.370
H -0.894 -1.414 -0.773
C -1.023 -2.376 -5.185
Cl -1.319 -4.102 -4.916
Cl -0.757 -1.568 -3.639
Cl 0.402 -2.181 -6.218
Cl -2.431 -1.661 -5.989
C 5.369 0.845 -0.379
Cl 3.904 1.796 -0.578
Cl 6.774 1.785 -0.928
Cl 5.575 0.420 1.322
Cl 5.231 -0.632 -1.343
C -5.665 -0.283 3.912
Cl -7.429 -0.082 3.927
Cl -5.061 -0.052 2.273
Cl -4.925 0.905 4.979
Cl -5.258 -1.912 4.471
C 4.688 -3.399 -4.302
Cl 3.604 -2.213 -5.035
Cl 4.236 -5.024 -4.841
Cl 6.354 -3.059 -4.794
Cl 4.560 -3.301 -2.547

Force components x, y, z for each atom (eV/Å):
-0.4 1.0 0.9
-0.3 -1.0 -0.8
0.6 0.3 0.4
0.1 -0.1 -0.5
-0.6 0.3 -0.3
0.1 -0.2 0.5
-0.3 0.3 -0.1
1.1 -1.0 1.2
0.4 0.4 0.1
0.6 0.3 0.5
-1.1 0.9 -1.3
0.0 -0.5 0.6
-0.4 -0.2 -0.3
0.0 -0.3 -0.5
0.2 -0.3 -0.1
0.1 0.4 0.0
0.0 -0.1 0.2
-0.1 0.0 0.1
-0.1 0.2 -0.1
0.2 -0.4 0.2
0.0 0.0 -0.2
-0.1 0.0 0.0
-0.2 0.0 -0.1
0.1 -0.1 0.0
-0.3 0.4 -0.1
0.0 0.1 0.0
0.1 0.0 0.2
0.0 0.0 0.0
0.2 -0.4 -0.7
-0.1 0.0 0.0
0.0 0.0 0.0
-0.2 -0.1 0.1
0.0 0.1 0.0
0.0 0.0 0.0
0.0 0.0 -0.1
0.1 0.3 0.1
0.1 0.0 -0.1
0.0 0.0 0.0
0.0 0.0 0.0
0.0 0.0 0.0
0.0 0.0 0.0
0.0 0.1 0.1
0.1 0.0 0.1
0.0 0.0 0.0
0.0 0.0 0.0
-0.1 -0.3 -0.2

Summary:
F_max   1.92 eV Å⁻¹
LUMO level   0.0651 Ha
Relative energy (zero: lowest compared OMol25 entry of this formula, charge and spin)   0.208 eV
Net charge   -1
Electronic energy   -8089.0100 Ha